(1)
The following is a DFT calculation (ωB97M-V with the def2-TZVPD basis set) of C21H31N3PPt as an isolated structure.

The geometry in XYZ format:
```
57
Properties=species:S:1:pos:R:3:mulliken_spin:R:1
Pt -0.672 0.651 -0.035 1.40
C 2.212 0.814 1.969 0.01
C 2.359 1.075 0.464 0.01
C 2.973 -0.091 -0.268 0.03
C 4.320 -0.154 -0.432 0.15
C 4.921 -1.245 -1.117 0.19
C 4.142 -2.242 -1.711 0.04
C 2.775 -2.220 -1.625 0.08
C 1.981 -3.196 -2.447 -0.01
C 1.974 -2.768 -3.931 0.02
C 2.184 -1.189 -0.778 0.28
N 0.839 -1.232 -0.511 0.33
C 0.134 -2.293 -0.315 0.09
C -1.306 -2.242 -0.466 0.32
C -2.218 -3.308 -0.579 -0.07
C -3.418 -2.728 -0.881 0.31
C -3.192 -1.266 -0.897 0.24
N -1.942 -0.993 -0.658 0.10
H 1.731 1.658 2.464 0.01
H 3.195 0.680 2.419 0.00
H 1.630 -0.087 2.168 0.00
H 2.971 1.960 0.299 0.00
H 1.385 1.308 -0.025 0.02
H 4.945 0.641 -0.042 0.00
H 6.000 -1.280 -1.222 -0.01
H 4.618 -3.033 -2.278 0.01
H 0.946 -3.298 -2.118 0.01
H 2.434 -4.183 -2.353 0.00
H 1.479 -1.805 -4.067 0.00
H 1.446 -3.513 -4.524 0.00
H 2.989 -2.683 -4.316 0.00
H 0.601 -3.230 -0.010 0.02
H -1.993 -4.362 -0.485 0.00
H -4.360 -3.218 -1.089 0.00
H -3.937 -0.496 -1.060 0.02
C -3.197 0.833 4.836 0.00
C -1.800 0.245 4.552 0.00
C -1.440 0.346 3.136 -0.02
N -1.171 0.441 2.027 0.09
H -3.402 0.732 5.899 0.00
H -3.969 0.297 4.287 0.00
H -3.238 1.890 4.580 0.00
H -1.750 -0.807 4.835 0.00
H -1.032 0.768 5.123 0.00
C -1.003 3.438 -2.153 0.00
P -1.502 2.795 -0.551 0.29
C -3.302 2.765 -0.534 -0.01
C -0.975 3.995 0.681 0.00
H -1.505 4.399 -2.286 0.01
H -1.300 2.769 -2.961 0.01
H 0.075 3.595 -2.188 0.01
H -3.676 3.790 -0.589 0.00
H -3.668 2.305 0.384 0.00
H -3.675 2.218 -1.400 0.00
H -1.449 4.952 0.453 0.01
H 0.107 4.125 0.649 0.00
H -1.275 3.678 1.678 0.01
```

Values from the calculation:
Energy above the lowest of the compared OMol25 structures with the same formula, charge and spin in kcal/mol: 1.1
Expectation value of S²: 6.0439
Multiplicity: 5
HOMO (alpha / beta) in eV: -17.83 / -18.49
LUMO (alpha / beta) in eV: -9.9 / -12.8
Frontier orbital gap (alpha / beta) in eV: 7.94 / 5.71
Net charge: +3



(2)
The following is a DFT calculation (ωB97M-V with the def2-TZVPD basis set) of C21H31O4V as an isolated structure.

The geometry in XYZ format:
```
57
Properties=species:S:1:pos:R:3:mulliken_spin:R:1
O -1.178 1.820 -4.878 0.01
C 0.145 2.439 -4.890 0.00
C -0.517 3.835 -4.717 0.00
H 0.580 2.309 -5.899 0.00
H 0.787 1.979 -4.104 0.00
C -1.829 3.035 -4.349 0.00
H -0.744 4.417 -5.651 0.00
H -0.018 4.412 -3.942 0.00
C -3.056 2.960 -5.304 0.00
H -2.688 2.890 -6.332 0.00
H -3.908 3.655 -5.315 0.00
H -3.546 1.976 -5.114 0.00
C -2.175 3.021 -2.862 0.00
H -1.308 2.797 -2.213 0.00
H -2.943 2.268 -2.606 0.00
H -2.572 3.942 -2.428 0.00
V 0.751 -1.089 -1.314 2.58
C 1.415 0.403 0.317 -0.01
C 2.535 -0.461 0.077 0.06
C 3.004 -0.214 -1.254 -0.05
H 3.070 -1.018 0.840 0.01
C 2.221 0.854 -1.808 0.07
C 1.202 1.190 -0.866 0.03
H 0.500 2.013 -0.975 0.02
H 0.913 0.523 1.273 0.00
H 3.895 -0.651 -1.708 0.00
H 2.457 1.397 -2.722 0.01
C -0.849 -1.289 0.204 -0.02
C -1.323 -0.150 -0.535 0.01
C -1.753 -0.599 -1.822 -0.02
H -1.483 0.854 -0.132 0.00
C -1.404 -1.965 -1.946 0.17
C -0.935 -2.438 -0.674 -0.01
H -0.847 -3.476 -0.369 0.00
H -0.618 -1.328 1.267 0.00
H -2.403 -0.049 -2.504 0.01
H -1.564 -2.591 -2.814 0.01
O 0.012 -1.718 -4.069 0.02
C 0.004 -1.509 -5.514 0.01
C 0.848 -2.560 -6.245 0.00
H 0.422 -0.506 -5.742 0.00
H -1.003 -1.589 -5.940 0.00
C 1.555 -3.304 -5.124 0.01
H 1.592 -2.075 -6.871 0.00
H 0.235 -3.219 -6.881 0.00
C 1.083 -2.619 -3.850 0.05
H 2.652 -3.259 -5.171 0.00
H 1.228 -4.350 -5.125 0.00
H 1.938 -2.009 -3.491 -0.02
H 0.835 -3.339 -3.063 0.01
C 1.792 -3.606 0.998 0.03
C 2.173 -3.674 -0.434 0.00
O 2.961 -4.548 -0.819 0.01
O 1.698 -2.782 -1.276 0.02
H 2.734 -3.522 1.544 0.00
H 1.397 -4.600 1.208 0.00
H 1.094 -2.829 1.336 -0.01
```

Values from the calculation:
Energy above the lowest of the compared OMol25 structures with the same formula, charge and spin in kcal/mol: 0.0
Expectation value of S²: 3.7648
Multiplicity: 4
HOMO (alpha / beta) in eV: -1.87 / -3.91
LUMO (alpha / beta) in eV: 2.7 / 2.7
Frontier orbital gap (alpha / beta) in eV: 4.60 / 6.63
Net charge: -1



(3)
The following is a DFT calculation (ωB97M-V with the def2-TZVPD basis set) of C21H32EuF6NO3P2 as an isolated structure.

The geometry in XYZ format:
```
66
Properties=species:S:1:pos:R:3:mulliken_spin:R:1
C -4.343 0.198 -1.216 0.00
C -2.951 0.321 -1.194 0.00
N -2.266 0.220 -0.035 -0.01
C -2.924 0.031 1.116 0.00
C -4.303 -0.183 1.140 0.00
C -5.025 -0.086 -0.045 0.00
C -2.240 0.652 -2.503 -0.01
P -0.454 0.262 -2.596 0.00
Eu 0.332 0.025 0.084 6.16
P -0.566 0.859 2.618 0.00
C -2.180 -0.056 2.453 0.00
C 2.441 1.280 -0.140 -0.08
C 3.274 0.301 -0.651 0.01
C 4.674 0.533 -0.616 0.00
C 5.188 1.738 -0.106 0.00
C 4.294 2.687 0.434 0.00
C 2.894 2.443 0.444 0.00
O -1.931 3.380 -3.013 0.00
O 0.444 3.648 -1.669 0.00
H -4.841 0.348 -2.170 0.00
H -4.765 -0.430 2.084 0.00
H -6.099 -0.230 -0.054 0.00
C -0.457 -1.457 -3.184 0.00
C 0.438 1.100 -3.957 0.00
H -2.840 0.289 3.265 0.00
H -1.943 -1.117 2.680 0.00
H -2.277 1.785 -2.676 0.00
H -2.796 0.186 -3.335 0.00
C 0.440 0.051 3.919 0.00
C -1.047 2.386 3.466 0.00
H 2.878 -0.643 -1.050 0.00
H 5.342 -0.253 -0.978 0.00
H 6.264 1.923 -0.106 0.00
H 4.664 3.608 0.858 0.00
H 2.216 3.149 0.923 0.00
H 0.206 3.024 -0.868 0.02
H 1.418 3.717 -1.630 0.00
H -1.079 3.520 -2.504 0.00
H -2.588 3.977 -2.629 0.00
H -0.193 2.287 -0.005 -0.07
H -0.786 -1.516 -4.226 0.00
H 0.551 -1.883 -3.093 0.00
H -1.112 -2.066 -2.553 0.00
H 0.019 0.926 -4.962 0.00
H 0.492 2.184 -3.749 0.00
H 1.480 0.730 -3.942 0.00
H -1.401 2.215 4.493 0.00
H -0.164 3.044 3.478 0.00
H -1.815 2.892 2.868 0.00
H -0.041 0.076 4.901 0.00
H 0.695 -0.981 3.653 0.00
H 1.398 0.585 3.979 0.00
C -0.070 -3.713 1.945 0.00
C 0.816 -3.316 0.764 -0.01
O 0.504 -2.116 0.201 0.00
C 2.295 -3.204 1.285 0.00
F 2.649 -4.255 2.059 0.00
F 3.218 -3.080 0.304 0.00
F 2.403 -2.070 2.072 0.00
C 0.665 -4.390 -0.399 0.00
F 1.026 -5.648 -0.019 0.00
F -0.649 -4.437 -0.784 0.00
F 1.393 -4.070 -1.499 0.00
H 0.035 -2.970 2.739 0.00
H 0.219 -4.711 2.308 0.00
H -1.116 -3.698 1.624 0.00
```

Values from the calculation:
Energy above the lowest of the compared OMol25 structures with the same formula, charge and spin in kcal/mol: 0.0
Expectation value of S²: 12.0530
Multiplicity: 7
HOMO (alpha / beta) in eV: -7.14 / -7.06
LUMO (alpha / beta) in eV: 0.1 / 0.2
Frontier orbital gap (alpha / beta) in eV: 7.29 / 7.26



(4)
The following is a DFT calculation (ωB97M-V with the def2-TZVPD basis set) of a 5-piece molecular cluster, C21H32F3N5O6 overall.

The geometry in XYZ format:
```
67
Properties=species:S:1:pos:R:3:nbo_charge:R:1
O -2.074 -1.594 -0.624 -0.48
C -0.913 -1.602 -0.339 0.69
N -0.353 -2.040 0.943 -0.71
C 0.672 -1.031 1.237 0.69
O 0.945 -0.582 2.312 -0.47
C 1.279 -0.763 -0.146 -0.15
C 2.495 -0.266 -0.497 -0.17
C 2.739 -0.179 -1.865 -0.06
C 4.116 0.329 -2.271 0.97
F 5.037 -0.506 -1.730 -0.33
F 4.398 1.541 -1.806 -0.31
F 4.255 0.265 -3.602 -0.32
C 1.819 -0.528 -2.814 -0.18
C 0.576 -1.024 -2.446 -0.14
C 0.327 -1.137 -1.112 -0.14
H 0.264 -2.789 0.611 0.38
H 3.215 0.033 0.257 0.25
H 2.043 -0.438 -3.869 0.25
H -0.178 -1.296 -3.175 0.25
C -3.589 -0.113 1.657 -0.42
N -4.720 0.475 2.353 -0.61
C -5.922 -0.089 2.628 0.68
C -6.151 -1.508 2.169 -0.72
O -6.780 0.543 3.229 -0.65
H -2.723 -0.107 2.323 0.20
H -3.363 0.498 0.781 0.20
H -3.789 -1.129 1.340 0.22
H -4.636 1.422 2.688 0.40
H -7.151 -1.816 2.461 0.24
H -6.070 -1.574 1.083 0.23
H -5.430 -2.180 2.635 0.23
C -9.825 1.277 6.151 -0.42
N -9.257 1.045 7.467 -0.62
C -7.995 0.646 7.778 0.67
C -7.046 0.405 6.632 -0.72
O -7.665 0.494 8.944 -0.64
H -10.166 2.312 6.087 0.19
H -10.685 0.618 6.013 0.19
H -9.102 1.090 5.363 0.23
H -9.842 1.189 8.274 0.40
H -6.083 0.093 7.026 0.24
H -7.427 -0.383 5.983 0.23
H -6.905 1.320 6.057 0.24
C 4.784 -3.559 -6.433 -0.41
N 3.670 -2.967 -5.715 -0.61
C 2.482 -3.536 -5.386 0.68
C 2.250 -4.967 -5.802 -0.72
O 1.640 -2.896 -4.773 -0.65
H 5.671 -3.532 -5.799 0.20
H 4.980 -2.973 -7.332 0.20
H 4.578 -4.586 -6.715 0.21
H 3.757 -2.011 -5.406 0.40
H 1.264 -5.276 -5.469 0.25
H 2.295 -5.060 -6.888 0.23
H 2.992 -5.622 -5.343 0.23
C 9.017 5.049 -1.788 -0.41
N 7.899 5.630 -1.070 -0.62
C 6.722 5.042 -0.722 0.67
C 6.514 3.599 -1.116 -0.72
O 5.875 5.673 -0.113 -0.62
H 9.910 5.103 -1.162 0.20
H 9.195 5.626 -2.698 0.20
H 8.829 4.014 -2.053 0.21
H 7.968 6.591 -0.775 0.40
H 5.540 3.276 -0.772 0.25
H 6.553 3.493 -2.201 0.22
H 7.274 2.967 -0.653 0.22
```

Values from the calculation:
HOMO in eV: -8.96
LUMO in eV: -0.5
Frontier orbital gap in eV: 8.45
SMILES string: O=C1NC(=O)c2cc(C(F)(F)F)ccc21.CNC(C)=O.CNC(C)=O.CNC(C)=O.CNC(C)=O